Entry from OMol25: C12H14KN5O8 as an isolated structure (ωB97M-V/def2-TZVPD).

```
40
Properties=species:S:1:pos:R:3:lowdin_charge:R:1
K -0.3064 -0.9590 -0.5600 1.070
C 0.2468 -3.8563 2.7990 -0.024
N 0.2902 -2.5177 3.3609 -0.083
C 0.6715 -2.4260 4.7590 -0.161
C 1.1487 -1.0237 5.0840 -0.148
C 0.0666 -0.0485 4.6630 -0.158
N -0.2853 -0.2531 3.2688 -0.081
C -0.9389 0.8605 2.6030 -0.012
C -0.2378 -1.4707 2.6620 -0.456
O -0.6308 -1.6156 1.4909 -0.201
H 1.2507 -4.2838 2.7670 0.094
H -0.1547 -3.8047 1.7947 0.082
H -0.3917 -4.5032 3.4063 0.096
H 1.4610 -3.1565 4.9411 0.124
H -0.1760 -2.6917 5.4037 0.131
H 2.0732 -0.8124 4.5442 0.125
H 1.3404 -0.9309 6.1522 0.120
H 0.4065 0.9813 4.7780 0.126
H -0.8176 -0.1772 5.3000 0.132
H -0.2483 1.6990 2.4963 0.100
H -1.8060 1.1904 3.1797 0.100
H -1.2748 0.5476 1.6203 0.074
O 1.6414 2.0033 -7.3393 0.067
N 0.8153 2.6514 -6.7164 -0.362
O 0.3173 3.6909 -7.1141 0.073
C 0.3281 2.1054 -5.4682 -0.142
C -0.6383 2.7927 -4.7360 0.087
C -1.0530 2.3135 -3.5246 -0.055
C -0.5658 1.0730 -2.9523 -0.295
O -1.0268 0.5401 -1.9249 -0.187
C 0.4491 0.4424 -3.7679 -0.073
C 0.8574 0.9201 -4.9895 0.087
N 1.0131 -0.7805 -3.2884 -0.318
O 1.2536 -1.6756 -4.0802 0.111
O 1.2369 -0.8791 -2.0771 -0.133
N -2.0507 3.0827 -2.7951 -0.347
O -2.8592 3.7156 -3.4575 0.073
O -1.9402 3.1638 -1.5873 0.091
H -1.0579 3.7101 -5.1239 0.136
H 1.5922 0.3823 -5.5713 0.137
```

Results
HOMO (Eh): -0.3152
E_LUMO (eV): -0.6214
Energy relative to the best compared isomer or geometry (same formula, charge and spin) (kcal per mole): 30.7
Calculated total energy (a.u.): -1941.078385
Frontier orbital gap (eV): 7.957
Strongest force on any atom (eV/Å): 2.736